(1)
DFT (wB97M-V/def2-TZVPD) results for a molecular structure, C5H10N2 in a non-equilibrium geometry.

XYZ file:
```
17
Properties=species:S:1:pos:R:3:forces:R:3
C -2.210 -0.285 0.557 0.30 0.43 0.85
C 0.473 0.691 -0.191 1.03 -0.16 -1.71
N 0.106 1.991 -0.486 0.71 -0.84 0.17
N 2.266 -0.979 0.521 -0.44 -0.54 -0.54
C 1.735 0.114 -0.181 1.53 2.72 1.86
C -0.059 -0.493 -0.823 -4.50 -1.58 0.91
C -1.075 -1.042 -0.063 1.11 -0.77 -1.51
H 0.736 2.716 -0.176 -0.49 0.23 -0.38
H -0.700 2.110 -1.083 0.45 0.47 0.08
H 3.059 -0.730 1.098 -0.23 -0.03 -0.04
H 1.558 -1.498 1.025 0.15 0.03 0.05
H 2.519 0.746 -0.598 0.30 0.14 0.23
H 0.300 -0.976 -1.733 0.30 0.10 0.28
H -1.163 -2.126 -0.027 -0.35 -0.15 -0.35
H -3.041 -0.961 0.790 0.24 0.12 0.00
H -2.593 0.496 -0.102 0.07 -0.14 -0.10
H -1.909 0.226 1.473 -0.19 -0.02 0.20
```
Forces are in eV/Å.

As for the HOMO energy (alpha / beta): -6.61 / -6.61 eV. Its multiplicity is 1. The HOMO-LUMO gap (alpha / beta) is 7.68 / 7.68 eV. The calculation puts the energy above the lowest of the compared OMol25 structures with the same formula, charge and spin at 413.3 kJ/mol.


(2)
DFT (wB97M-V/def2-TZVPD) results for 2 unconnected molecules or ions with the total composition C5H10N2.

XYZ file:
```
17
Properties=species:S:1:pos:R:3:forces:R:3
C -0.635 1.048 -0.777 0.09 -0.04 0.01
C -1.645 0.902 0.307 -0.12 -0.04 0.07
C -0.519 -0.123 0.177 -0.36 0.03 -0.26
C -0.865 -1.491 -0.366 0.11 0.17 -0.12
C 0.509 -0.093 1.191 0.56 -0.12 -0.18
N 3.016 0.522 -0.298 -0.75 0.06 0.41
N 2.602 -0.541 0.015 0.18 0.57 -0.17
H -0.927 0.826 -1.793 -0.07 -0.06 -0.07
H 0.089 1.842 -0.691 0.12 0.08 0.05
H -1.606 1.590 1.137 0.06 0.04 0.07
H -2.642 0.574 0.056 -0.08 -0.08 -0.09
H -0.115 -1.805 -1.093 0.00 -0.07 0.01
H -1.837 -1.486 -0.854 -0.07 -0.03 -0.08
H -0.885 -2.226 0.435 -0.08 -0.11 0.10
H 0.705 -0.968 1.778 -0.01 -0.22 0.22
H 0.831 0.853 1.581 0.18 0.29 0.13
H 3.922 0.577 -0.804 0.23 -0.47 -0.11
```
Forces are in eV/Å.

As for the HOMO energy (alpha / beta): -8.00 / -6.97 eV. Its multiplicity is 1. The HOMO-LUMO gap (alpha / beta) is 9.00 / 7.72 eV. The calculation puts the energy above the lowest of the compared OMol25 structures with the same formula, charge and spin at 420.4 kJ/mol.


(3)
DFT (wB97M-V/def2-TZVPD) results for a molecular structure, C5H10N2.

XYZ file:
```
17
Properties=species:S:1:pos:R:3:forces:R:3
C 1.004 1.175 0.056 -0.10 0.02 0.22
C 0.423 -1.137 -1.406 -0.18 0.11 0.22
C 0.391 0.653 1.213 0.04 -0.04 -0.29
C -1.192 -0.389 -0.054 0.15 0.10 -0.23
N 1.007 0.633 2.433 -0.03 -0.01 -0.03
C -2.262 -0.471 -0.819 0.11 -0.01 -0.01
N -0.719 -0.092 1.097 0.16 0.00 0.12
H 1.600 1.401 2.692 -0.05 -0.05 -0.05
H 0.526 0.153 3.177 0.01 0.04 -0.08
H 0.784 -0.013 -0.682 -0.14 -0.09 0.06
H 2.020 1.549 0.137 -0.04 0.00 0.04
H 0.366 1.735 -0.621 -0.03 -0.08 -0.01
H 1.458 -1.482 -1.319 -0.03 0.02 -0.02
H 0.240 -0.709 -2.390 0.01 -0.02 0.01
H -0.205 -2.014 -1.262 -0.02 0.03 0.00
H -3.186 -0.016 -0.481 0.07 -0.01 0.02
H -2.254 -0.975 -1.773 0.06 0.00 0.03
```
Forces are in eV/Å.

As for the HOMO energy: -8.04 eV. Its multiplicity is 1. The HOMO-LUMO gap is 9.00 eV. The calculation puts the energy above the lowest of the compared OMol25 structures with the same formula, charge and spin at 387.6 kJ/mol.


(4)
DFT (wB97M-V/def2-TZVPD) results for a molecular structure, C5H10N2 in a non-equilibrium geometry.

XYZ file:
```
17
Properties=species:S:1:pos:R:3:forces:R:3
C -0.116 -0.873 0.972 0.34 0.22 -0.35
C 2.072 -0.353 -0.317 -0.08 -0.15 -0.23
N -0.788 -0.870 -0.318 0.01 -0.10 0.21
C 0.766 0.081 0.251 -0.78 0.71 -0.05
C -1.540 0.453 -0.625 -0.10 -1.37 -0.51
C 0.118 1.330 0.016 0.55 0.20 0.46
N -2.719 0.671 -0.121 0.89 0.51 0.10
H -0.826 -1.702 -0.902 -0.56 0.14 0.38
H -2.737 0.529 0.889 -0.09 -0.41 -0.07
H 0.327 -1.838 1.217 -0.10 0.11 0.02
H -0.707 -0.455 1.790 -0.03 -0.18 -0.06
H -1.476 0.558 -1.709 0.28 0.36 0.14
H 2.858 -0.181 0.426 -0.09 0.06 0.01
H 2.088 -1.418 -0.557 -0.01 -0.01 0.01
H 2.332 0.214 -1.210 -0.03 0.01 0.03
H -0.244 1.857 0.893 -0.18 -0.09 0.02
H 0.591 1.997 -0.696 -0.02 0.00 -0.10
```
Forces are in eV/Å.

As for the HOMO energy (alpha / beta): -7.50 / -7.50 eV. Its multiplicity is 1. The HOMO-LUMO gap (alpha / beta) is 8.10 / 8.10 eV. The calculation puts the energy above the lowest of the compared OMol25 structures with the same formula, charge and spin at 419.3 kJ/mol.